No. 1
{
  "formula": "C24H43I2NO15P",
  "method": "ωB97M-V/def2-TZVPD",
  "gap_ha": 0.2252,
  "lumo_energy_ev": 2.28,
  "charge": -1,
  "elements": ["C", "C", "O", "O", "C", "O", "C", "C", "P", "N", "C", "I", "C", "C", "I", "H", "H", "H", "H", "H", "H", "H", "H", "H", "H", "H", "C", "C", "O", "C", "O", "O", "C", "H", "H", "H", "H", "H", "H", "H", "H", "C", "C", "O", "C", "O", "O", "C", "H", "H", "H", "H", "H", "H", "H", "H", "C", "C", "O", "C", "O", "O", "C", "H", "H", "H", "H", "H", "H", "H", "H", "C", "C", "O", "C", "O", "O", "C", "H", "H", "H", "H", "H", "H", "H", "H"],
  "coordinates": [[1.569, -5.000, 0.976], [2.442, -3.681, 1.268], [3.425, -3.384, 0.534], [2.181, -2.799, 2.358], [0.800, -2.415, 2.437], [0.279, -2.356, 3.569], [-0.102, -2.003, 1.137], [-1.459, -1.355, 1.701], [-1.436, 0.418, 0.980], [-1.195, 0.348, -0.636], [-2.752, -2.056, 1.121], [-4.336, -0.978, 0.012], [-2.995, -3.472, 1.288], [-2.021, -4.446, 2.092], [-4.794, -4.399, 0.407], [2.318, -5.861, 0.855], [0.829, -5.245, 1.810], [1.042, -4.818, -0.017], [0.508, -1.193, 0.601], [-0.292, -2.935, 0.511], [-0.284, 1.119, 1.499], [-2.629, 1.129, 1.336], [-0.313, 0.829, -0.877], [-1.524, -3.973, 3.006], [-1.185, -4.762, 1.362], [-2.600, -5.393, 2.349], [-2.342, 7.839, 0.700], [-2.720, 6.616, 1.513], [-3.496, 5.705, 0.729], [-2.795, 4.915, -0.102], [-1.594, 4.909, -0.232], [-3.663, 4.150, -0.779], [-3.053, 3.305, -1.760], [-3.231, 8.297, 0.258], [-1.834, 8.578, 1.324], [-1.678, 7.572, -0.126], [-3.346, 6.919, 2.356], [-1.838, 6.121, 1.929], [-2.251, 2.703, -1.325], [-2.677, 3.909, -2.589], [-3.818, 2.630, -2.144], [-1.066, -1.383, 6.216], [-2.431, -1.521, 5.570], [-3.411, -1.940, 6.534], [-3.901, -0.974, 7.321], [-3.601, 0.196, 7.285], [-4.774, -1.535, 8.178], [-5.322, -0.621, 9.124], [-0.792, -2.304, 6.739], [-0.306, -1.161, 5.467], [-1.062, -0.582, 6.961], [-2.392, -2.297, 4.802], [-2.739, -0.596, 5.077], [-5.754, 0.251, 8.629], [-4.552, -0.317, 9.837], [-6.114, -1.137, 9.669], [5.578, 1.688, -3.177], [4.426, 2.045, -4.097], [3.171, 1.847, -3.440], [2.788, 2.831, -2.609], [3.398, 3.849, -2.382], [1.617, 2.476, -2.060], [1.121, 3.404, -1.093], [5.452, 0.678, -2.778], [6.530, 1.744, -3.708], [5.620, 2.365, -2.320], [4.436, 1.380, -4.965], [4.515, 3.068, -4.474], [1.075, 4.415, -1.502], [1.745, 3.378, -0.197], [0.111, 3.097, -0.820], [4.203, -3.360, -8.690], [4.950, -3.203, -7.379], [4.446, -2.089, -6.637], [3.315, -2.317, -5.946], [2.711, -3.361, -5.898], [2.963, -1.175, -5.337], [1.730, -1.256, -4.616], [4.216, -2.423, -9.254], [4.650, -4.148, -9.300], [3.154, -3.612, -8.517], [6.003, -2.996, -7.584], [4.913, -4.120, -6.783], [1.734, -2.095, -3.916], [0.896, -1.342, -5.315], [1.613, -0.333, -4.047]],
  "forces_ev_per_angstrom": [[0.6, 0.6, 0.5], [3.1, 1.1, -2.5], [-3.8, -1.5, 2.9], [-1.8, -1.3, -1.9], [-2.9, 0.2, 3.0], [2.8, -0.4, -3.6], [0.3, 0.4, 1.5], [-1.7, 0.5, -2.9], [1.1, -2.3, -1.7], [0.3, 1.0, 1.0], [1.3, -2.8, 1.4], [0.8, -0.1, 0.6], [0.8, 2.8, 0.2], [-0.4, -0.1, -1.2], [1.4, 0.1, 0.7], [-1.1, 1.4, 0.1], [1.1, 0.5, -1.2], [0.6, -0.3, 1.4], [-0.7, -1.5, 0.2], [0.4, 1.4, 0.6], [-0.9, -0.2, 0.5], [0.6, -0.3, 0.3], [-0.6, -0.3, 0.1], [-0.9, -0.4, -1.3], [-1.2, 0.3, 1.2], [0.8, 1.3, -0.1], [0.1, 0.0, -0.3], [0.3, 0.5, 0.2], [0.1, -0.3, 0.0], [-0.3, -0.2, -0.3], [-0.4, 0.1, 0.2], [0.3, 0.5, 0.4], [0.2, -0.4, -0.4], [0.0, 0.0, 0.2], [0.0, -0.1, 0.0], [0.0, 0.0, 0.2], [-0.2, -0.2, -0.2], [-0.1, -0.1, -0.2], [-0.1, 0.0, -0.1], [0.1, 0.0, 0.1], [-0.1, 0.2, 0.3], [0.0, 0.2, 0.4], [0.8, 0.1, -0.6], [-0.7, 0.4, 0.5], [0.5, -0.3, -0.4], [-0.3, -0.4, 0.2], [0.0, 0.1, -0.1], [-0.2, 0.1, 0.2], [0.0, 0.0, -0.2], [-0.2, -0.1, 0.0], [-0.1, 0.0, -0.1], [-0.2, 0.0, 0.2], [-0.1, -0.1, 0.2], [0.2, 0.0, 0.0], [-0.1, 0.1, -0.1], [0.2, -0.2, -0.2], [0.0, 0.1, 0.3], [0.6, -0.1, -0.2], [-0.3, 0.3, 0.0], [-0.1, -0.2, 0.2], [-0.2, -0.3, -0.2], [0.5, 0.1, -0.4], [-0.4, 0.3, 0.4], [0.0, 0.0, -0.2], [-0.1, 0.0, 0.0], [0.0, 0.0, -0.1], [-0.3, 0.0, 0.2], [-0.1, 0.0, 0.2], [0.1, -0.1, 0.1], [0.0, 0.1, -0.1], [0.2, -0.1, -0.2], [-0.3, 0.1, 0.0], [0.1, -0.4, -0.4], [-0.1, 0.0, 0.3], [-0.3, 0.2, 0.1], [0.3, 0.3, -0.1], [0.4, -0.4, -0.3], [-0.5, 0.2, 0.4], [0.2, -0.1, 0.0], [0.0, 0.1, 0.0], [0.1, -0.1, 0.1], [-0.1, 0.2, 0.2], [-0.2, 0.2, 0.0], [0.0, 0.0, -0.2], [0.1, -0.2, 0.1], [0.3, 0.0, -0.2]],
  "lowdin_charge": [0.00, -0.38, 0.05, 0.04, -0.34, 0.03, -0.15, -0.42, 0.61, -0.35, -0.71, 0.63, -0.76, -0.17, 0.58, 0.10, 0.08, 0.10, 0.10, 0.10, -0.01, -0.05, -0.08, 0.07, 0.05, 0.05, -0.07, -0.22, 0.03, -0.58, 0.11, 0.00, -0.04, 0.08, 0.08, 0.07, 0.12, 0.12, 0.06, 0.10, 0.09, -0.07, -0.20, 0.03, -0.59, 0.11, -0.01, -0.06, 0.08, 0.06, 0.07, 0.11, 0.13, 0.09, 0.10, 0.09, -0.07, -0.22, 0.02, -0.59, 0.12, 0.00, -0.05, 0.08, 0.08, 0.08, 0.12, 0.12, 0.10, 0.10, 0.06, -0.07, -0.22, 0.03, -0.59, 0.12, -0.01, -0.03, 0.08, 0.08, 0.08, 0.12, 0.12, 0.10, 0.10, 0.09]
}

No. 2
{
  "formula": "C24H43NO2P2V",
  "method": "ωB97M-V/def2-TZVPD",
  "gap_ha": [0.2203, 0.1561],
  "spin_multiplicity": 3,
  "lumo_energy_ev": [-3.71, -5.45],
  "charge": 1,
  "elements": ["V", "C", "C", "C", "C", "C", "C", "H", "H", "H", "C", "H", "H", "H", "C", "H", "H", "H", "C", "H", "H", "H", "C", "H", "H", "H", "C", "C", "C", "C", "C", "C", "C", "C", "H", "H", "H", "H", "H", "H", "H", "H", "H", "H", "H", "H", "P", "P", "C", "C", "H", "H", "H", "H", "C", "H", "H", "H", "C", "H", "H", "H", "C", "H", "H", "H", "C", "H", "H", "H", "O", "N", "O"],
  "coordinates": [[0.502, 0.118, 2.275], [0.942, -0.011, 4.382], [2.020, 0.655, 3.693], [0.052, 1.875, 3.354], [-0.280, 0.727, 4.158], [1.471, 1.855, 3.096], [1.073, -1.189, 5.281], [1.899, -1.834, 4.954], [0.151, -1.785, 5.282], [1.273, -0.844, 6.310], [-1.655, 0.349, 4.588], [-1.779, -0.738, 4.682], [-2.381, 0.662, 3.829], [-1.957, 0.803, 5.542], [-0.923, 2.883, 2.875], [-0.914, 3.749, 3.548], [-1.950, 2.499, 2.851], [-0.656, 3.219, 1.866], [2.261, 2.874, 2.348], [2.560, 3.700, 3.014], [1.678, 3.313, 1.525], [3.186, 2.434, 1.946], [3.459, 0.238, 3.679], [4.046, 0.899, 4.335], [3.893, 0.300, 2.669], [3.576, -0.792, 4.038], [-0.954, -1.560, 1.656], [0.123, -2.155, 2.317], [1.453, -2.527, 1.752], [1.920, -1.753, 0.480], [1.788, -0.263, 0.503], [0.675, 0.508, 0.086], [-0.675, 0.000, -0.353], [-1.075, -1.387, 0.160], [1.438, -3.611, 1.540], [1.451, -2.194, -0.410], [2.203, -2.424, 2.557], [-0.501, -2.178, -0.358], [-1.883, -1.483, 2.250], [-0.131, -2.639, 3.272], [-2.130, -1.569, -0.118], [-1.446, 0.720, -0.018], [0.867, 1.559, -0.172], [-0.739, -0.006, -1.460], [2.991, -1.991, 0.374], [2.748, 0.258, 0.588], [-0.814, -0.753, -3.859], [-0.702, 1.970, -5.108], [-0.952, -0.745, -5.730], [-1.393, 0.630, -6.223], [-1.676, -1.518, -6.025], [0.033, -1.007, -6.146], [-1.070, 0.822, -7.255], [-2.487, 0.732, -6.173], [-1.510, 3.349, -6.024], [-1.173, 4.297, -5.596], [-2.592, 3.262, -5.882], [-1.273, 3.316, -7.094], [0.967, 2.073, -5.931], [0.871, 2.008, -7.028], [1.604, 1.260, -5.552], [1.410, 3.040, -5.645], [-2.422, -1.604, -3.534], [-2.492, -1.862, -2.468], [-2.508, -2.508, -4.155], [-3.237, -0.910, -3.784], [0.381, -2.142, -3.721], [1.347, -1.804, -4.119], [0.044, -3.025, -4.282], [0.518, -2.399, -2.661], [-2.509, -2.999, 4.630], [-3.737, -2.851, 4.580], [-4.298, -1.897, 4.019]],
  "forces_ev_per_angstrom": [[-0.8, -2.9, -1.7], [-0.2, 0.7, -0.2], [-0.8, 0.9, 0.3], [1.1, 0.0, 1.2], [1.1, 0.7, -0.1], [-0.5, -0.1, 1.1], [0.1, -0.3, 0.1], [-0.2, 0.1, 0.3], [0.3, 0.1, 0.2], [0.0, -0.3, -0.4], [-0.5, -0.3, 0.0], [0.2, 0.3, 0.1], [0.0, 0.0, 0.2], [0.2, 0.0, -0.2], [-0.2, 0.4, -0.3], [-0.1, -0.1, -0.2], [0.3, 0.1, 0.0], [-0.1, 0.1, 0.2], [0.2, 0.2, -0.2], [-0.1, -0.3, -0.2], [0.2, -0.1, 0.2], [-0.3, 0.2, 0.0], [0.2, 0.1, 0.0], [-0.1, -0.2, -0.2], [-0.1, 0.0, 0.3], [0.0, 0.3, -0.1], [0.6, -1.3, 0.8], [-2.1, 0.1, -0.1], [0.4, 0.0, -0.1], [0.4, -1.2, 0.1], [-0.8, 1.8, -1.2], [1.8, -0.6, -0.2], [-0.3, 0.2, 0.2], [-0.2, -0.5, -0.3], [0.0, 0.3, -0.1], [0.1, 0.3, 0.3], [-0.2, 0.1, -0.3], [-0.3, 0.4, 0.3], [0.5, 0.0, -0.3], [0.4, 0.7, -0.2], [0.4, 0.2, 0.2], [0.2, -0.1, -0.2], [0.0, -0.4, 0.3], [0.2, 0.2, 0.3], [-0.3, 0.2, 0.0], [-0.5, 0.1, 0.0], [0.0, -0.7, -0.5], [-0.1, 0.5, -1.3], [0.1, 0.0, 0.2], [-0.1, 0.3, 0.4], [0.4, 0.0, 0.0], [-0.3, 0.1, 0.1], [-0.2, -0.1, 0.2], [0.2, -0.1, -0.1], [0.1, 0.1, 0.1], [-0.1, 0.0, -0.2], [0.1, 0.1, -0.1], [-0.1, 0.1, 0.1], [-0.1, 0.0, 0.4], [0.1, 0.0, 0.4], [0.0, 0.3, -0.2], [0.0, -0.4, -0.2], [0.1, 0.0, 0.1], [-0.1, 0.0, -0.3], [-0.1, 0.2, 0.3], [0.2, -0.2, 0.1], [-0.1, -0.3, 0.1], [-0.2, -0.1, 0.1], [0.2, 0.1, 0.2], [0.0, -0.1, -0.2], [-3.3, -0.6, 0.5], [2.7, 3.7, -2.4], [0.6, -3.1, 1.9]],
  "lowdin_spin": [0.97, 0.00, 0.00, 0.00, 0.01, -0.01, 0.00, 0.00, 0.00, 0.00, 0.01, 0.01, 0.00, 0.00, 0.00, 0.00, 0.00, 0.00, 0.00, 0.00, 0.00, 0.00, 0.00, 0.00, 0.00, 0.00, 0.02, 0.02, 0.01, -0.01, -0.02, -0.01, 0.01, 0.01, 0.00, 0.00, 0.00, 0.00, 0.01, 0.00, 0.00, 0.00, 0.00, 0.00, 0.00, 0.00, 0.00, 0.00, 0.00, 0.00, 0.00, 0.00, 0.00, 0.00, 0.00, 0.00, 0.00, 0.00, 0.00, 0.00, 0.00, 0.00, 0.00, 0.00, 0.00, 0.00, 0.00, 0.00, 0.00, 0.00, 0.27, 0.39, 0.31]
}

No. 3
{
  "formula": "C24H44AuP2",
  "method": "ωB97M-V/def2-TZVPD",
  "gap_ha": [0.2426, 0.0731],
  "spin_multiplicity": 3,
  "lumo_energy_ev": [-2.31, -6.90],
  "e_above_lowest_ev": 2.0078,
  "charge": 1,
  "elements": ["Au", "C", "C", "C", "C", "C", "C", "H", "H", "H", "C", "H", "H", "H", "C", "H", "H", "H", "C", "H", "H", "H", "C", "H", "H", "H", "C", "C", "C", "C", "C", "C", "C", "C", "H", "H", "H", "H", "H", "H", "H", "H", "H", "H", "H", "H", "P", "C", "C", "P", "C", "C", "C", "H", "H", "H", "H", "H", "H", "H", "H", "H", "H", "H", "H", "H", "H", "C", "H", "H", "H"],
  "coordinates": [[2.395, 0.277, 0.937], [-0.871, -0.583, 3.184], [-0.682, -1.813, 2.469], [1.437, -0.813, 2.880], [0.347, -0.041, 3.547], [0.703, -1.968, 2.289], [-2.228, -0.101, 3.582], [-2.701, 0.485, 2.763], [-2.226, 0.531, 4.478], [-2.858, -0.971, 3.789], [0.471, 1.027, 4.577], [0.163, 2.010, 4.173], [1.465, 1.101, 5.058], [-0.238, 0.783, 5.390], [2.727, -1.051, 3.634], [2.548, -1.663, 4.527], [3.181, -0.106, 3.943], [3.445, -1.612, 3.036], [1.387, -2.995, 1.520], [0.745, -3.822, 1.200], [2.248, -3.417, 2.062], [1.771, -2.475, 0.625], [-1.746, -2.765, 2.068], [-1.323, -3.683, 1.634], [-2.400, -2.314, 1.301], [-2.417, -3.053, 2.908], [-3.134, 1.537, 0.397], [-4.175, 0.698, 0.475], [-4.610, -0.332, -0.515], [-3.998, -0.050, -1.930], [-2.853, -0.983, -2.129], [-1.797, -1.025, -1.309], [-1.177, 0.129, -0.579], [-1.924, 1.488, -0.521], [-5.724, -0.382, -0.521], [-3.767, 1.017, -2.089], [-4.248, -1.332, -0.170], [-2.195, 1.749, -1.557], [-3.200, 2.397, 1.074], [-4.880, 0.842, 1.309], [-1.234, 2.294, -0.207], [-0.779, -0.146, 0.428], [-1.209, -1.947, -1.265], [-0.189, 0.380, -1.088], [-4.762, -0.254, -2.689], [-2.899, -1.788, -2.874], [0.561, 1.747, -2.432], [0.459, 3.400, -3.214], [-0.351, 0.803, -3.737], [2.849, 0.007, -1.569], [2.296, 1.384, -2.736], [1.998, -1.316, -2.508], [4.519, -0.007, -2.387], [1.417, 3.911, -3.004], [-0.394, 3.949, -2.769], [0.317, 3.235, -4.296], [0.109, 1.057, -4.701], [-1.407, 1.114, -3.734], [-0.324, -0.283, -3.573], [4.406, 0.185, -3.471], [5.026, -0.971, -2.230], [5.110, 0.809, -1.946], [2.895, 2.298, -2.614], [2.396, 1.033, -3.778], [2.627, -2.216, -2.504], [1.819, -1.021, -3.550], [1.034, -1.577, -2.053], [3.841, 1.649, 0.322], [3.391, 2.292, -0.449], [4.662, 1.020, -0.076], [4.153, 2.233, 1.192]],
  "forces_ev_per_angstrom": [[-1.3, -1.0, 0.9], [0.6, 0.7, 1.0], [2.7, -0.2, -0.3], [-0.6, 0.4, -0.7], [-0.7, -0.4, -0.9], [-1.8, 1.2, 0.4], [-0.3, 0.3, -0.2], [0.2, -0.4, 0.6], [0.1, -0.1, -0.2], [-0.2, 0.2, 0.0], [-0.1, 0.4, 0.5], [0.3, -0.2, 0.3], [-0.4, 0.0, -0.5], [0.3, 0.3, -0.2], [0.0, -0.3, 0.3], [0.0, 0.1, 0.1], [0.0, -0.2, 0.0], [0.1, 0.1, -0.1], [0.8, -0.8, -0.9], [0.1, 0.2, 0.1], [-0.2, 0.0, -0.2], [0.2, -0.7, 0.0], [-0.6, -0.3, -0.3], [-0.2, 0.3, 0.2], [0.0, -0.1, 0.1], [0.5, 0.2, -0.4], [-0.5, 0.1, 0.2], [-0.3, 0.7, 0.1], [0.4, -0.5, 0.0], [-1.2, -0.2, -0.7], [0.0, -0.3, -0.3], [1.8, 0.8, 0.5], [-1.1, -0.2, 1.3], [-0.1, 0.1, -0.3], [0.8, 0.1, -0.2], [-0.1, -0.5, 0.3], [-0.5, 0.5, -0.3], [0.1, 0.1, 0.3], [0.5, -0.5, 0.0], [0.4, 0.1, -0.4], [-0.1, -0.6, 0.1], [-0.2, 0.0, -0.4], [0.0, 0.3, -0.2], [0.2, 0.0, -0.2], [0.1, -0.1, 0.1], [-0.5, 0.1, 0.5], [-0.3, 0.2, -2.2], [-0.4, 0.6, 0.8], [-0.1, -0.3, 0.6], [0.2, -0.1, -2.1], [0.1, -0.3, 0.8], [-0.1, -0.6, -0.1], [0.2, -0.3, 0.3], [-0.7, 0.0, -0.1], [0.5, 0.0, -0.5], [0.1, 0.2, 0.5], [-0.1, -0.1, 0.2], [0.4, 0.0, -0.1], [0.0, 0.4, -0.1], [0.0, -0.2, 0.6], [-0.1, 0.4, 0.0], [0.0, -0.4, -0.3], [-0.2, -0.3, 0.2], [0.0, 0.1, 0.4], [-0.2, 0.1, 0.1], [0.2, -0.2, 0.2], [0.2, 0.0, 0.0], [0.8, 0.5, 0.3], [0.4, 0.0, 0.3], [-0.3, 0.8, 0.5], [0.0, -0.1, -0.2]],
  "lowdin_spin": [0.31, 0.00, 0.06, 0.07, 0.03, -0.01, 0.00, 0.00, 0.00, 0.00, 0.00, 0.00, 0.00, 0.00, 0.00, 0.00, 0.00, 0.00, 0.00, 0.00, 0.00, 0.00, 0.01, 0.00, 0.00, 0.00, 0.01, 0.01, 0.01, 0.02, 0.14, 0.03, 0.10, 0.01, 0.00, 0.01, 0.00, 0.00, 0.00, 0.00, 0.01, 0.01, 0.00, 0.05, 0.00, 0.01, 0.37, 0.08, 0.02, 0.11, 0.06, 0.04, 0.01, 0.00, 0.00, 0.01, 0.01, 0.00, 0.00, 0.00, 0.00, 0.00, 0.00, 0.01, 0.00, 0.01, 0.00, 0.29, 0.02, 0.01, 0.03]
}